1.
Density functional theory data (the ωB97M-V functional and the def2-TZVPD basis) for a cluster of 2 separate species, C6H12N2O2 in total.

Each line ends with the Löwdin charge.
Atoms and positions in Å:
C: 1.85 0.03 0.67  -0.37
C: 1.99 1.44 0.19  -0.05
C: 3.03 -0.91 0.73  -0.06
N: 0.67 -0.47 0.90  -0.07
N: -0.21 -0.82 1.53  0.21
H: 2.92 -1.73 -0.02  0.09
H: 1.40 2.13 0.77  0.07
H: 1.64 1.50 -0.84  0.07
H: 3.03 1.75 0.20  0.07
H: 3.94 -0.36 0.48  0.07
H: 3.13 -1.37 1.72  0.07
C: -1.42 -1.37 -1.73  -0.06
C: -3.02 0.90 0.67  0.01
C: -2.06 0.46 -0.40  -0.60
O: -2.27 -0.82 -0.74  -0.06
O: -1.23 1.16 -0.91  0.08
H: -1.42 -2.42 -1.57  0.08
H: -1.78 -1.13 -2.75  0.10
H: -0.40 -1.01 -1.67  0.07
H: -2.51 1.56 1.39  0.10
H: -3.44 0.04 1.19  0.08
H: -3.84 1.45 0.18  0.09

## Properties
Frontier orbital gap: 8.34 eV
Highest occupied orbital energy: -7.4 eV
Net charge: 0
ΔE to the lowest compared entry with this formula, charge and spin: 2.690 eV


2.
Density functional theory data (the ωB97M-V functional and the def2-TZVPD basis) for the molecule C4H7NO2S.

Each line ends with the Löwdin charge.
Atoms and positions in Å:
C: 1.33 1.96 0.31  0.02
O: 1.88 0.87 -0.69  -0.14
C: 1.50 -0.29 -0.24  -0.94
S: 2.61 -1.55 -0.40  0.66
N: 0.22 -0.67 0.10  0.01
C: -0.99 -0.34 -0.50  -0.49
C: -2.10 -1.25 0.06  0.00
O: -1.03 0.67 -1.15  0.09
H: 0.66 1.39 1.09  0.11
H: 2.15 2.62 0.84  0.12
H: 0.56 2.43 -0.46  0.11
H: 0.50 -1.60 0.66  0.16
H: -1.98 -2.29 -0.28  0.08
H: -2.24 -1.02 1.10  0.08
H: -3.09 -0.96 -0.46  0.11

## Properties
Structure (SMILES): COC(=S)NC(C)=O
Frontier orbital gap: 8.61 eV
Highest occupied orbital energy: -8.5 eV
Net charge: 0
ΔE to the lowest compared entry with this formula, charge and spin: 3.080 eV


3.
Density functional theory data (the ωB97M-V functional and the def2-TZVPD basis) for a cluster of 2 separate species, C4H14P4 in total.

Each line ends with the Löwdin charge.
Atoms and positions in Å:
P: -4.15 1.96 -0.13  0.43
P: -1.89 1.99 -0.10  0.21
P: -1.63 0.41 1.36  0.21
P: -2.40 -1.40 0.34  0.43
H: -4.26 0.66 0.46  -0.23
H: -4.07 1.28 -1.32  -0.21
H: -1.76 2.95 0.86  -0.19
H: -0.22 0.71 1.07  -0.16
H: -3.15 -1.64 1.49  -0.18
H: -1.27 -2.13 0.82  -0.17
C: 1.36 0.85 -0.94  -0.04
C: 2.03 -0.24 -0.47  -0.46
C: 3.31 -0.22 0.20  -0.11
C: 1.32 -1.58 -0.60  -0.07
H: 1.74 1.88 -0.93  0.06
H: 0.37 0.80 -1.47  0.03
H: 3.85 0.68 0.03  0.05
H: 3.40 -0.47 1.36  0.13
H: 4.08 -0.98 -0.28  0.11
H: 1.99 -2.38 -0.36  0.07
H: 0.85 -1.69 -1.55  0.07
H: 0.50 -1.47 0.16  0.02

## Properties
Structure (SMILES): [PH2]#[PH][PH]#[PH2].C=C(C)C
Frontier orbital gap: 8.88 eV
Highest occupied orbital energy: -8.2 eV
Net charge: 0
ΔE to the lowest compared entry with this formula, charge and spin: 0.634 eV


4.
Density functional theory data (the ωB97M-V functional and the def2-TZVPD basis) for a cluster of 2 separate species, C15H35BNO8PS in total.

Each line ends with the Löwdin charge.
Atoms and positions in Å:
C: 0.19 -1.20 -1.75  -0.10
C: 0.56 0.31 -1.81  -0.23
C: -0.43 1.18 -2.60  -0.19
C: -1.47 1.84 -1.67  -0.32
C: -2.60 0.85 -1.31  -0.11
C: -3.86 1.51 -0.66  -0.17
B: -5.15 0.69 -1.09  -0.55
O: -5.20 -0.65 -0.71  0.15
N: -6.29 1.25 -1.84  -0.11
C: -6.38 0.61 -3.17  -0.07
C: -7.54 0.88 -1.15  -0.10
C: -3.95 3.02 -0.87  -0.18
O: -3.63 3.43 -2.21  -0.19
S: -2.05 3.39 -2.40  0.64
O: -1.76 3.41 -3.80  -0.27
O: -1.37 4.46 -1.72  -0.27
H: -0.73 -1.44 -2.28  0.06
H: 1.02 -1.78 -2.14  0.07
H: 0.07 -1.49 -0.70  0.06
H: 0.72 0.69 -0.79  0.10
H: 1.53 0.38 -2.30  0.10
H: -0.91 0.62 -3.41  0.12
H: 0.15 1.96 -3.10  0.11
H: -0.94 2.08 -0.75  0.13
H: -2.18 0.16 -0.57  0.13
H: -2.90 0.28 -2.19  0.12
H: -3.75 1.37 0.43  0.15
H: -4.79 -0.68 0.16  0.11
H: -7.04 1.22 -3.80  0.09
H: -5.40 0.48 -3.64  0.09
H: -6.86 -0.38 -3.11  0.09
H: -8.40 1.26 -1.72  0.09
H: -7.68 -0.21 -1.08  0.08
H: -7.55 1.26 -0.12  0.09
H: -4.91 3.44 -0.56  0.13
H: -3.20 3.49 -0.21  0.12
C: 6.15 1.20 1.45  -0.08
C: 5.77 0.02 0.57  -0.28
O: 5.19 -1.06 1.32  -0.20
P: 3.75 -0.81 2.04  0.56
O: 2.77 -0.76 0.92  -0.23
O: 3.43 -2.31 2.61  -0.24
C: 2.35 -3.10 2.13  -0.28
C: 2.77 -3.95 0.95  -0.07
O: 4.36 -0.31 3.46  -0.21
C: 4.44 -1.09 4.66  -0.26
C: 5.53 -2.14 4.63  -0.07
H: 5.26 1.66 1.90  0.07
H: 6.65 1.97 0.86  0.08
H: 6.80 0.89 2.26  0.08
H: 5.07 0.33 -0.21  0.11
H: 6.66 -0.37 0.08  0.12
H: 1.49 -2.47 1.89  0.10
H: 2.04 -3.74 2.96  0.12
H: 3.28 -3.36 0.20  0.07
H: 1.90 -4.43 0.50  0.08
H: 3.46 -4.73 1.28  0.08
H: 3.46 -1.52 4.90  0.11
H: 4.66 -0.39 5.47  0.12
H: 5.50 -2.75 3.73  0.07
H: 5.44 -2.80 5.49  0.08
H: 6.51 -1.66 4.65  0.08

## Properties
Structure (SMILES): CCC[C@@H]1C[C@H](B(O)N(C)C)COS1(=O)=O.CCOP(=O)(OCC)OCC
Frontier orbital gap: 9.23 eV
Highest occupied orbital energy: -9.1 eV
Net charge: 0


5.
Density functional theory data (the ωB97M-V functional and the def2-TZVPD basis) for the ion C10H10FN4 with charge +1.

Each line ends with the Löwdin spin population.
Atoms and positions in Å:
C: 0.75 2.13 0.54  0.09
C: 4.49 -0.17 0.14  0.11
C: 3.09 -1.78 -0.17  0.15
C: 0.13 -1.70 -0.02  0.04
C: 0.14 0.93 0.42  0.48
C: 0.98 -0.55 0.10  0.38
C: -1.14 -1.69 0.41  0.19
C: -1.81 -0.48 1.09  0.03
C: -1.34 0.82 0.36  0.05
C: -1.89 0.89 -1.06  0.04
N: 1.42 3.07 0.66  0.29
N: 4.39 -1.45 -0.17  0.02
N: 3.25 0.30 0.31  0.02
N: 2.34 -0.66 0.06  0.01
F: -1.84 -2.80 0.35  0.07
H: 5.36 0.46 -0.08  0.00
H: 2.70 -2.76 -0.28  0.01
H: 0.61 -2.49 -0.55  0.00
H: -2.99 -0.48 1.12  0.00
H: -1.61 -0.60 2.15  0.01
H: -1.74 1.62 0.98  0.00
H: -1.80 -0.10 -1.60  0.00
H: -1.33 1.73 -1.47  0.00
H: -3.00 1.14 -0.78  0.00
H: 3.25 1.23 0.57  0.00

## Properties
Frontier orbital gap (spin up / spin down): 7.44 / 8.35 eV
Highest occupied orbital energy (spin up / spin down): -11.4 / -14.6 eV
Net charge: +1
<S²>: 2.05
Spin multiplicity: 3


6.
Density functional theory data (the ωB97M-V functional and the def2-TZVPD basis) for the molecule C4H9N.

Each line ends with the Löwdin charge.
Atoms and positions in Å:
C: 0.74 -1.13 1.77  0.00
C: -0.12 -0.50 0.99  -0.21
C: -0.11 -0.67 -0.51  -0.22
C: -0.60 0.60 -1.25  -0.27
N: -0.22 1.87 -0.59  -0.01
H: 1.49 -1.76 1.30  0.06
H: 0.84 -1.05 2.84  0.05
H: -0.99 0.06 1.33  0.11
H: 0.88 -0.92 -0.89  0.10
H: -0.71 -1.54 -0.80  0.11
H: -1.69 0.54 -1.21  0.09
H: -0.24 0.62 -2.28  0.10
H: 0.10 1.68 0.34  0.02
H: 0.63 2.21 -1.04  0.06

## Properties
Structure (SMILES): C=CCCN
Frontier orbital gap: 10.54 eV
Highest occupied orbital energy: -9.4 eV
Net charge: 0
ΔE to the lowest compared entry with this formula, charge and spin: 0.848 eV


7.
Density functional theory data (the ωB97M-V functional and the def2-TZVPD basis) for a cluster of 2 separate species, C7H17O4 in total.

Each line ends with the Löwdin spin population.
Atoms and positions in Å:
C: 1.22 3.72 2.06  0.09
O: 0.24 3.56 1.13  0.81
H: 0.93 3.41 3.08  0.01
H: 2.17 3.25 1.75  0.01
H: 1.42 4.82 2.10  0.06
C: -1.39 0.28 -2.78  0.00
O: -0.57 0.48 -1.66  0.00
C: -1.29 0.84 -0.51  0.00
C: -0.38 0.84 0.70  0.01
H: -2.12 -0.53 -2.61  0.00
H: -1.95 1.20 -3.04  0.00
H: -0.75 0.01 -3.63  0.00
H: -2.12 0.14 -0.33  0.00
H: -1.74 1.84 -0.63  0.00
H: 0.55 1.39 0.48  0.00
H: -0.98 1.15 1.57  0.00
O: 0.04 -0.55 1.04  0.01
C: 1.28 -0.98 0.54  0.00
C: 1.38 -2.50 0.61  0.00
O: 0.78 -3.17 -0.47  0.00
C: -0.63 -3.10 -0.53  0.00
H: 2.10 -0.55 1.14  0.00
H: 1.41 -0.66 -0.51  0.00
H: 2.44 -2.78 0.58  0.00
H: 0.95 -2.84 1.57  0.00
H: -0.96 -3.78 -1.32  0.00
H: -1.08 -3.39 0.43  0.00
H: -0.96 -2.08 -0.77  0.00

## Properties
Frontier orbital gap (spin up / spin down): 10.06 / 7.67 eV
Highest occupied orbital energy (spin up / spin down): -9.2 / -9.2 eV
Net charge: 0
<S²>: 0.75
Spin multiplicity: 2
ΔE to the lowest compared entry with this formula, charge and spin: 0.257 eV